(1)
C14H31CuN5O8 | ωB97M-V/def2-TZVPD

Computed properties:
**Total energy**: -3068.13985 Ha
**ΔE to the lowest compared entry with this formula, charge and spin**: 481.9 kJ/mol
**Frontier orbital gap (alpha / beta)**: 7.5 / 7.5 eV
**2S+1**: 2

```
59
C14H31CuN5O8, DFT ωB97M-V/def2-TZVPD
Cu -0.437 0.204 -1.606
C -1.590 0.908 -4.932
O -1.200 1.732 -4.060
O -1.422 -0.238 -4.473
O -2.116 1.221 -5.985
C -1.049 4.048 2.560
C -2.063 3.349 1.780
O -1.724 2.714 0.738
N -3.299 3.472 2.213
C -4.504 2.981 1.473
H -0.123 4.024 1.986
H -0.724 3.618 3.507
H -1.333 5.095 2.668
H -3.429 4.137 2.962
H -5.330 3.525 1.931
H -4.566 1.899 1.596
H -4.487 3.195 0.405
C 2.563 -4.727 -1.230
C 2.234 -3.617 -2.166
O 1.237 -2.910 -2.027
N 3.199 -3.439 -3.070
C 3.105 -2.476 -4.193
H 2.863 -5.647 -1.730
H 1.728 -4.982 -0.578
H 3.395 -4.509 -0.561
H 3.896 -4.158 -3.202
H 2.279 -1.767 -4.143
H 3.173 -2.860 -5.210
H 3.998 -1.880 -4.003
C -3.649 -3.580 -0.352
C -3.297 -2.395 0.538
O -2.951 -1.322 0.090
N -3.493 -2.579 1.822
C -3.220 -1.683 2.981
H -4.676 -3.576 -0.717
H -3.487 -4.540 0.139
H -3.019 -3.775 -1.220
H -4.144 -3.310 2.071
H -2.751 -0.751 2.662
H -2.559 -2.298 3.592
H -4.142 -1.363 3.467
O 2.502 2.133 -1.855
C 2.859 3.290 -1.842
N 2.163 4.284 -2.426
C 4.106 3.723 -1.165
H 1.213 4.133 -2.732
H 2.480 5.238 -2.524
H 4.004 4.514 -0.423
H 4.758 4.105 -1.950
H 4.523 2.922 -0.553
O 1.313 -0.517 1.638
C 1.884 -0.508 2.777
N 2.678 0.486 3.123
C 1.743 -1.590 3.782
H 3.188 0.477 3.995
H 2.763 1.256 2.476
H 1.362 -1.193 4.723
H 2.616 -2.242 3.820
H 0.961 -2.252 3.411
```

***

(2)
CHF3N3 | ωB97M-V/def2-TZVPD

Computed properties:
**Total energy**: -501.92922 Ha
**Structure (SMILES)**: FC1=NN1[NH+](F)F
**Total charge**: +1
**ΔE to the lowest compared entry with this formula, charge and spin**: 318.8 kJ/mol
**Frontier orbital gap**: 11.7 eV

```
8
CHF3N3, DFT ωB97M-V/def2-TZVPD
C -1.107 2.371 0.042
N -0.079 2.218 -0.588
N -0.254 1.230 0.533
N -0.487 -0.015 0.170
F -2.233 2.737 0.370
F -1.059 -0.682 1.211
F -1.400 -0.238 -0.909
H 0.346 -0.783 0.078
```

***

(3)
C26H24N3O8 | ωB97M-V/def2-TZVPD

Computed properties:
**Total energy**: -1771.30828 Ha
**Total charge**: -1
**Frontier orbital gap**: 6.0 eV

```
61
C26H24N3O8, DFT ωB97M-V/def2-TZVPD
C 5.985 -1.428 2.894
C 5.111 -2.484 2.595
C 4.268 -2.412 1.481
C 4.308 -1.291 0.633
C 3.523 -1.273 -0.642
O 2.295 -0.528 -0.564
C 1.846 -0.272 -1.827
N 0.570 0.172 -2.050
N -0.126 0.293 -0.884
C -0.245 1.693 -0.529
O 0.272 2.628 -1.089
O -1.052 1.774 0.556
C -1.457 3.155 0.781
C -2.201 3.179 2.076
C -3.605 3.172 2.131
C -4.249 3.213 3.376
C -3.506 3.231 4.561
C -2.107 3.228 4.496
C -1.465 3.184 3.259
O 2.546 -0.434 -2.836
C 5.161 -0.226 0.951
C 6.010 -0.301 2.060
H 6.646 -1.484 3.762
H 5.095 -3.371 3.231
H 3.579 -3.224 1.237
H 4.122 -0.824 -1.449
H 3.285 -2.306 -0.944
H -0.544 3.763 0.825
H -2.067 3.456 -0.083
H -4.169 3.143 1.195
H -5.340 3.240 3.419
H -4.004 3.238 5.532
H -1.504 3.264 5.403
H -0.374 3.162 3.184
H 5.163 0.648 0.297
H 6.696 0.521 2.271
C -4.012 3.064 -2.815
C -3.324 1.810 -3.263
O -2.664 1.308 -2.067
C -1.950 0.198 -2.345
C -1.368 -0.453 -1.092
C -0.960 -1.889 -1.235
C -0.761 -2.477 -2.486
C -0.325 -3.785 -2.597
C -0.030 -4.506 -1.435
N 0.710 -5.718 -1.571
O 1.141 -6.298 -0.550
O 0.915 -6.152 -2.729
C -0.237 -3.937 -0.163
C -0.701 -2.639 -0.066
O -1.827 -0.174 -3.501
H -4.556 3.497 -3.657
H -4.728 2.859 -2.010
H -3.286 3.810 -2.472
H -4.036 1.060 -3.636
H -2.558 2.006 -4.020
H -2.052 -0.319 -0.259
H -0.897 -1.880 -3.377
H -0.133 -4.206 -3.574
H 0.016 -4.522 0.714
H -0.841 -2.158 0.902
```

***

(4)
C13H42BHgO6 | ωB97M-V/def2-TZVPD

Computed properties:
**Total energy**: -1149.78268 Ha
**Total charge**: +1
**ΔE to the lowest compared entry with this formula, charge and spin**: 0.0 kJ/mol
**Frontier orbital gap**: 7.7 eV

```
63
C13H42BHgO6, DFT ωB97M-V/def2-TZVPD
Hg 0.048 -2.796 0.802
O 1.624 -2.170 -2.659
H 1.121 -2.592 -3.372
H 2.402 -2.599 -2.280
H 0.974 -1.737 -1.993
B -0.031 -4.622 -0.967
H 0.061 -4.943 -2.099
H 0.973 -4.804 -0.335
H -0.317 -3.438 -1.001
H -0.933 -5.233 -0.514
C 0.193 0.316 -0.603
O 0.293 -1.095 -0.653
H 1.194 0.738 -0.463
H -0.153 0.580 -1.609
H -0.504 0.727 0.132
C 3.561 4.130 2.371
C 4.534 3.354 1.477
C 3.804 2.371 0.587
O 5.314 4.237 0.691
H 2.933 4.794 1.778
H 4.017 4.646 3.215
H 2.894 3.380 2.811
H 5.185 2.756 2.129
H 3.206 1.652 1.148
H 4.528 1.827 -0.026
H 3.159 2.846 -0.158
H 5.611 4.935 1.282
C -3.972 -0.754 0.385
C -3.333 -2.135 0.352
C -2.919 -2.490 -1.063
O -2.210 -2.115 1.283
H -4.857 -0.684 -0.243
H -3.208 -0.042 0.069
H -4.255 -0.515 1.413
H -3.995 -2.912 0.744
H -2.179 -1.735 -1.337
H -3.732 -2.465 -1.785
H -2.539 -3.509 -1.060
H -2.593 -2.074 2.165
C 0.819 0.579 3.914
C 1.432 -0.424 2.951
C 2.740 -0.987 3.460
O 0.484 -1.508 2.772
H 0.823 0.185 4.934
H -0.210 0.813 3.647
H 1.422 1.485 3.975
H 1.578 0.019 1.965
H 2.649 -1.230 4.526
H 3.550 -0.260 3.554
H 3.070 -1.863 2.905
H 0.200 -1.847 3.629
C -2.545 0.401 -4.049
C -2.708 1.928 -3.963
C -3.791 2.364 -2.967
O -1.506 2.552 -3.487
H -1.532 0.101 -3.790
H -2.746 0.100 -5.082
H -3.323 -0.159 -3.528
H -2.914 2.342 -4.946
H -3.671 3.443 -2.894
H -3.782 1.848 -2.008
H -4.774 2.193 -3.420
H -1.163 2.098 -2.714
```

***

Q: Look up the total energy of the third one.
A: -1771.30828 Ha